i:
# C2H3FO2

A 2-piece molecular cluster, C2H3FO2 overall (wB97M-V/def2-TZVPD, the OMol25 dataset).

Properties
Orbital gap (alpha / beta) ... 8.0 / 8.0 eV
HOMO level (alpha / beta) ... -0.3439 / -0.3439 hartree

The geometry in XYZ format:
```
8
Properties=species:S:1:pos:R:3:lowdin_charge:R:1
C 0.12548 -1.20616 0.21520 0.089
C 0.55688 0.13604 -0.16169 -0.297
O 0.53569 -0.70892 -1.15328 0.151
O -1.41019 1.76830 -0.37725 -0.211
F 1.49588 0.92304 0.22947 0.207
H 0.69403 -2.03095 0.62315 0.131
H -0.87079 -1.18105 0.34199 0.075
H -1.12698 2.29969 0.28242 -0.145
```

---

ii:
# C2H3FO2

A 2-piece molecular cluster, C2H3FO2 overall (wB97M-V/def2-TZVPD, the OMol25 dataset).

Properties
Orbital gap ... 11.3 eV
HOMO level ... -0.3835 hartree
SMILES string ... O=CF.C=O

The geometry in XYZ format:
```
8
Properties=species:S:1:pos:R:3:lowdin_charge:R:1
C -0.56008 -0.38820 -1.51969 -0.140
C 0.56463 0.47261 1.49583 -0.360
O 0.61370 -0.22379 -1.40549 -0.012
O -0.17596 1.37204 1.57384 0.128
F 0.05329 -0.77027 1.60263 0.030
H -1.19555 -0.17949 -0.61995 0.083
H -1.01796 -0.57372 -2.52696 0.092
H 1.71793 0.29082 1.39979 0.178
```

---

iii:
# C2H3FO2

C2H3FO2 in the gas phase (wB97M-V/def2-TZVPD, the OMol25 dataset).

Properties
Orbital gap ... 11.3 eV
HOMO level ... -0.3953 hartree
SMILES string ... O=C(O)CF

The geometry in XYZ format:
```
8
Properties=species:S:1:pos:R:3:lowdin_charge:R:1
C -0.19413 0.35385 -0.34900 -0.562
C 0.69134 -0.48845 0.52718 -0.154
H 0.19739 1.59780 -1.86431 0.164
H 0.96774 0.25272 1.31071 0.155
H 1.50162 -0.74100 -0.13371 0.123
O 0.59968 1.13136 -1.07666 0.091
O -1.33397 0.54705 -0.14822 0.159
F 0.02493 -1.52548 1.04636 0.024
```

---

Stability, descending: iii, ii, i

---

i:
# FHNOS

A 2-piece molecular cluster, FHNOS overall (wB97M-V/def2-TZVPD, the OMol25 dataset).

Properties
Orbital gap ... 7.5 eV
Net charge ... -1
HOMO level ... -0.1181 hartree

The geometry in XYZ format:
```
5
Properties=species:S:1:pos:R:3:lowdin_charge:R:1
N 1.95946 -0.33419 -2.63947 -0.700
O 2.35474 -0.78727 -3.74752 -0.347
F -0.70680 0.86790 1.54920 -0.167
S 1.00502 -1.36257 -1.65781 0.109
H -0.74771 0.48214 0.63983 0.104
```

---

ii:
# FHNOS

A 2-piece molecular cluster, FHNOS overall (wB97M-V/def2-TZVPD, the OMol25 dataset).

Properties
Orbital gap ... 7.7 eV
Net charge ... -1
HOMO level ... -0.1300 hartree

The geometry in XYZ format:
```
5
Properties=species:S:1:pos:R:3:lowdin_charge:R:1
N 0.47686 -0.10847 -0.67581 -0.325
O 1.56621 -0.59155 -0.35126 -0.217
F 0.44402 1.46020 0.09631 -0.467
S -1.10228 -1.03663 0.36415 0.266
H -1.38481 0.27645 0.56662 -0.256
```

---

Stability, descending: i, ii

---

i:
# C3H5N2O2S

A 2-piece molecular cluster, C3H5N2O2S overall (wB97M-V/def2-TZVPD, the OMol25 dataset).

Properties
Orbital gap (alpha / beta) ... 11.1 / 5.3 eV
Net charge ... +1
HOMO level (alpha / beta) ... -0.5463 / -0.4305 hartree

The geometry in XYZ format:
```
13
Properties=species:S:1:pos:R:3:lowdin_charge:R:1
C -1.71256 0.45353 0.50263 -0.038
C 0.02536 0.67143 -0.83417 0.164
C -1.07279 1.15192 -1.48005 -0.041
N -2.14074 1.00436 -0.62949 0.115
N -0.40061 0.24778 0.38411 0.113
O 1.96668 -0.65386 1.80643 -0.540
O 2.88117 -2.11230 0.11476 -0.359
S 3.22655 -1.14322 1.34626 0.918
H -2.31455 0.20925 1.35448 0.165
H -1.16897 1.57605 -2.45596 0.127
H 3.58839 -2.54661 -0.37838 0.074
H -3.09244 1.28086 -0.82447 0.188
H 0.21451 -0.13920 1.09384 0.116
```

---

ii:
# C3H5N2O2S

An isolated ion of composition C3H5N2O2S and charge +1 (wB97M-V/def2-TZVPD, the OMol25 dataset).

Properties
Orbital gap ... 7.2 eV
Net charge ... +1
HOMO level ... -0.5126 hartree
SMILES string ... O=[N+]([O-])C1=[NH+]CSC1

The geometry in XYZ format:
```
13
Properties=species:S:1:pos:R:3:lowdin_charge:R:1
C 0.55602 0.02730 -0.09584 0.004
C -0.29572 -1.38787 -0.21214 -0.319
C -1.48234 0.90966 0.17303 -0.364
N -0.10557 1.10484 0.10345 0.155
N 2.07152 -0.12990 0.06269 -0.330
O 2.41765 -1.26548 0.26892 0.162
O 2.74748 0.83125 -0.11068 0.175
S -1.96327 -0.88007 0.24933 0.963
H -0.53045 -1.64123 -1.27856 0.100
H 0.14766 -2.22270 0.31996 0.089
H -1.93511 1.34426 0.91761 0.048
H -1.92415 1.31150 -0.71351 0.114
H 0.29628 1.99845 0.31575 0.205
```

---

Stability, descending: i, ii

---

i:
# C2H46O23

A 22-piece molecular cluster, C2H46O23 overall (wB97M-V/def2-TZVPD, the OMol25 dataset).

Properties
Orbital gap ... 8.3 eV
Net charge ... -2
HOMO level ... -0.1360 hartree

The geometry in XYZ format:
```
71
Properties=species:S:1:pos:R:3:lowdin_charge:R:1
O -10.30471 0.12658 -0.55570 -0.360
C -10.06421 -1.18240 -0.12509 -0.299
C -11.26082 -2.08369 -0.11703 -0.312
O -11.10384 -3.39546 0.36374 -0.375
H -9.67063 -1.16150 0.91337 0.089
H -9.19848 -1.51541 -0.71553 0.107
H -11.58680 -2.16489 -1.14927 0.105
H -12.02672 -1.65278 0.44720 0.080
O -9.25658 0.37671 2.84503 -0.063
H -8.65518 -0.30470 2.45880 0.039
H -8.70901 0.92955 3.40677 0.074
O -14.19576 -1.05185 -1.01824 -0.074
H -13.46644 -0.43755 -1.24701 -0.011
H -13.80395 -1.68191 -0.43525 -0.044
O -9.79083 2.50874 1.43905 -0.090
H -8.89231 2.90230 1.51083 0.052
H -9.66499 1.57001 1.59004 -0.035
O -12.59112 -2.29178 -3.69429 -0.086
H -12.20208 -1.70997 -4.43487 0.076
H -12.51098 -1.71747 -2.94968 -0.045
O -8.96694 -3.68809 1.78098 -0.041
H -8.23091 -3.88317 1.21409 0.047
H -9.70945 -3.44144 1.20858 -0.024
O -10.78027 -6.25647 0.46705 -0.071
H -11.67398 -6.62908 0.35879 0.041
H -10.80619 -5.29708 0.41608 -0.026
O -7.80527 0.66243 0.18405 -0.063
H -8.74462 0.47504 0.17473 -0.026
H -7.58974 0.92579 -0.71151 0.001
O -6.26605 -1.56222 -0.20583 -0.064
H -6.93963 -0.86943 -0.18557 -0.009
H -6.24592 -1.94709 0.66338 0.006
O -7.26965 -1.78192 2.48384 -0.048
H -6.83662 -2.19368 3.22220 0.050
H -8.03411 -2.28031 2.19396 -0.015
O -11.12706 -1.55798 3.17064 -0.028
H -10.72269 -0.72558 2.98243 -0.011
H -10.87918 -2.01794 2.37185 -0.003
O -7.09740 -2.81558 -2.54643 -0.106
H -7.94451 -3.15983 -2.20409 -0.024
H -6.81181 -2.34382 -1.75865 -0.039
O -9.72640 2.60932 -1.55907 -0.060
H -10.58463 2.96505 -1.39157 0.003
H -9.72331 1.74452 -1.10518 -0.011
O -13.92689 -1.31730 2.96190 -0.038
H -14.49321 -0.67093 2.58371 0.031
H -13.08262 -0.88995 3.12240 0.022
O -7.25082 0.91304 -2.49060 -0.071
H -8.12618 0.43427 -2.58581 0.027
H -6.64185 0.19521 -2.63106 0.033
O -11.60229 -4.28359 2.96229 -0.050
H -11.47730 -4.19204 2.05009 -0.064
H -12.19844 -5.06125 3.03660 0.058
O -12.49323 1.11127 0.43691 -0.080
H -12.46155 2.01294 0.10325 0.024
H -11.66958 0.63054 0.20722 -0.024
O -12.71569 -4.79455 -1.69309 -0.075
H -13.51431 -4.32303 -2.09112 0.076
H -12.40904 -4.28695 -0.95954 -0.042
O -9.35049 -4.10619 -1.44695 -0.073
H -10.10972 -3.63817 -0.99775 0.013
H -9.69918 -4.68395 -2.14417 0.065
O -13.75966 -3.25271 0.94556 -0.090
H -13.78259 -2.54286 1.62693 0.008
H -12.82469 -3.22155 0.68050 -0.032
O -12.20812 0.45251 -2.30031 -0.046
H -11.45835 0.45624 -1.71717 -0.036
H -12.22151 1.32520 -2.66320 0.045
O -9.41469 -0.63244 -3.15527 -0.026
H -9.81663 -0.56886 -2.30639 -0.021
H -9.61395 -1.52027 -3.44659 0.053
```

---

ii:
# C2H46O23

A 22-piece molecular cluster, C2H46O23 overall (wB97M-V/def2-TZVPD, the OMol25 dataset).

Properties
Orbital gap ... 8.3 eV
Net charge ... -2
HOMO level ... -0.1354 hartree

The geometry in XYZ format:
```
71
Properties=species:S:1:pos:R:3:lowdin_charge:R:1
O 2.02123 -0.31814 -0.30125 -0.362
C 0.65123 -0.02214 -0.62825 -0.287
C -0.33077 -0.55814 0.37675 -0.293
O -1.66477 -0.14414 0.20875 -0.362
H 0.40923 -0.41214 -1.66125 0.105
H 0.69823 1.02886 -0.66425 0.071
H -0.03977 -0.13314 1.35475 0.101
H -0.29177 -1.65414 0.34975 0.096
O 2.51123 -1.57514 1.88175 -0.092
H 1.95123 -1.06814 2.45275 -0.036
H 2.23223 -1.16414 1.02575 -0.025
O -1.03177 -1.28614 -3.55025 -0.015
H -1.15577 -1.79914 -2.76525 0.001
H -0.19177 -0.89514 -3.54125 -0.017
O 2.70023 -0.95714 -2.82925 -0.064
H 2.65823 -1.92214 -2.72625 0.049
H 2.25023 -0.65714 -2.02825 -0.026
O -4.10177 -0.73614 0.49275 -0.030
H -4.55077 -0.46014 -0.28625 0.042
H -3.19477 -0.46114 0.38475 -0.038
O 0.87423 -0.60514 3.71275 -0.038
H 0.38723 0.17386 3.90875 -0.033
H 0.17123 -1.22314 3.85975 0.041
O 2.87823 2.11486 -1.78725 -0.022
H 2.67623 1.33086 -1.29625 -0.022
H 3.17523 1.92986 -2.67025 0.021
O -4.15777 0.96686 2.51675 -0.051
H -3.50877 1.64786 2.42475 0.015
H -4.18877 0.54986 1.64475 -0.004
O -1.40877 2.11386 1.46575 -0.098
H -0.67477 2.56386 1.03975 0.005
H -1.37177 1.18886 1.03575 0.029
O -0.13577 1.80986 3.92575 -0.037
H -0.45777 2.42686 4.58575 0.067
H -0.67377 1.90386 3.15575 -0.007
O -2.23377 0.75586 -2.13925 -0.071
H -1.90277 0.37986 -1.31825 -0.020
H -1.86077 0.16186 -2.78725 0.007
O -2.00477 -2.53214 -1.06225 -0.022
H -1.97677 -1.76314 -0.52425 -0.018
H -2.74177 -2.34214 -1.62725 0.068
O -3.37077 2.56486 -0.37825 -0.053
H -2.51977 2.65686 0.07775 0.002
H -3.21877 1.88886 -1.00725 -0.041
O 3.94723 -3.05614 0.14775 -0.052
H 3.39123 -2.60014 0.77875 -0.027
H 3.72223 -3.98014 0.15075 0.022
O -1.77077 -4.01814 1.16675 -0.081
H -1.44677 -3.46014 1.87275 0.012
H -1.69777 -3.41914 0.38175 -0.011
O 1.05723 -3.11614 -1.07525 -0.018
H 1.95623 -2.93514 -1.08125 -0.042
H 0.63423 -2.34914 -0.66625 -0.010
O -0.37777 2.71986 -2.46425 -0.075
H 0.00823 1.97786 -2.92325 -0.022
H -1.18977 2.25986 -2.15525 0.014
O -2.07477 -0.56214 3.01275 -0.082
H -1.61277 -0.73114 2.15675 0.014
H -2.84877 0.03786 2.95175 -0.015
O 0.65723 3.48786 0.20175 -0.035
H 1.17723 2.83986 0.61775 -0.044
H 0.58123 3.13686 -0.67825 -0.009
O 1.97823 1.67386 1.75875 -0.024
H 1.52823 1.57386 2.60175 0.023
H 1.67423 0.97986 1.16275 0.002
O 1.07023 0.93986 -4.24925 -0.043
H 1.71023 0.45286 -3.79925 -0.050
H 1.63123 1.55786 -4.80625 0.097
O 4.66723 0.20186 0.15275 -0.041
H 3.84023 -0.20014 0.11075 -0.061
H 4.50323 1.11886 0.37075 0.023
```

---

Stability, descending: ii, i

---

i:
# C10H13O2

A 2-piece molecular cluster, C10H13O2 overall (wB97M-V/def2-TZVPD, the OMol25 dataset).

Properties
Orbital gap ... 7.3 eV
Net charge ... -1
HOMO level ... -0.1473 hartree

The geometry in XYZ format:
```
25
Properties=species:S:1:pos:R:3:lowdin_charge:R:1
C 1.24320 -1.27192 -2.01851 -0.194
C 2.25749 -2.06349 -1.16739 -0.121
C -0.06553 -2.09833 -2.39362 -0.728
O -0.76910 -2.39414 -1.39565 -0.108
O -0.26262 -2.21111 -3.62161 -0.089
H 0.85820 -0.39326 -1.51099 0.076
H 1.66199 -0.92867 -2.97163 0.084
H 1.83222 -2.28122 -0.18634 0.050
H 3.11131 -1.40551 -1.01628 0.051
H 2.37910 -3.06475 -1.59116 0.069
C -1.45822 3.10081 0.28712 -0.081
C -0.94822 -0.62597 0.92499 -0.073
C -1.41169 0.57372 0.37213 -0.051
C -0.31305 -0.59530 2.15430 -0.097
C -1.06143 1.80105 0.90793 -0.294
C 0.05013 0.64894 2.66885 -0.125
C -0.24204 1.85642 2.05790 -0.070
H -1.18937 -1.46137 0.23763 0.083
H -1.86212 0.56432 -0.61425 0.115
H 0.08885 -1.51223 2.56531 0.093
H 0.63376 0.64589 3.59151 0.091
H -2.30801 3.51397 0.84756 0.077
H -1.83000 3.04579 -0.74543 0.071
H 0.26549 2.71773 2.47282 0.099
H -0.66033 3.83863 0.14483 0.073
```

---

ii:
# C10H13O2

A 2-piece molecular cluster, C10H13O2 overall (wB97M-V/def2-TZVPD, the OMol25 dataset).

Properties
Orbital gap ... 6.3 eV
Net charge ... -1
HOMO level ... -0.1278 hartree

The geometry in XYZ format:
```
25
Properties=species:S:1:pos:R:3:lowdin_charge:R:1
C 0.84889 1.07708 3.00921 -0.076
C 1.78757 -0.68853 -0.27751 -0.083
C 2.22391 -1.94550 0.16997 -0.079
C 1.49746 0.38059 0.58581 -0.032
C 1.28875 0.15140 1.96229 -0.279
C 2.11807 -2.15434 1.57214 -0.101
C 1.84353 -1.07581 2.40327 -0.080
H 1.61861 -0.38532 -1.26588 0.080
H 2.40218 -2.75914 -0.53965 0.096
H 1.49580 1.37158 0.19839 0.103
H 2.27431 -3.15771 1.93163 0.087
H 1.49270 0.90083 3.92436 0.094
H -0.23100 0.98705 3.25783 0.093
H 1.90506 -1.34623 3.45151 0.097
H 0.96210 2.13133 2.74904 0.074
C -1.66878 0.74905 -2.26216 -0.160
C -2.75992 -0.27304 -1.74095 -0.126
C -2.49280 1.73223 -3.16214 -0.801
O -3.59572 1.38086 -3.49366 -0.052
O -1.91295 2.82913 -3.42547 -0.138
H -1.33871 1.36935 -1.40209 0.092
H -0.86611 0.37562 -2.75635 0.045
H -3.78393 0.02534 -1.57752 0.053
H -2.38226 -0.52763 -0.81247 0.002
H -2.72674 -1.14818 -2.49958 0.091
```

---

Stability, descending: i, ii